1.
Below is one molecule with the formula C21H27N3O3S2, with properties calculated with ωB97M-V/def2-TZVPD.

The structure (SMILES) is Cc1ccc(/C=C2/SC(=S)N(CCC(=O)NCCCN3CCOCC3)C2=O)cc1. The energy above the lowest of the compared OMol25 structures with the same formula, charge and spin comes out at 25.4 kcal per mole. The value obtained for the HOMO energy is -0.2975 Eh. For the HOMO-LUMO gap, the calculation gives 7.45 eV. Its calculated total energy is -2002.81471 a.u.

ORCA input file:
```
! wB97M-V def2-TZVPD RIJCOSX def2/J DEFGRID3
* xyz 0 1
C -6.347 -5.525 -1.612
C -5.690 -4.212 -1.326
C -4.302 -4.101 -1.340
C -3.674 -2.903 -1.076
C -4.425 -1.757 -0.794
C -3.860 -0.455 -0.540
C -2.644 -0.079 -0.083
S -2.266 1.640 0.036
C -0.684 1.323 0.694
S 0.388 2.489 1.099
N -0.501 -0.010 0.854
C 0.772 -0.572 1.254
C 1.537 -1.075 0.021
C 1.468 -0.004 -1.068
O 0.537 0.049 -1.852
N 2.487 0.864 -1.054
C 2.484 2.057 -1.873
C 3.827 2.768 -1.754
C 4.123 3.183 -0.309
N 4.419 2.031 0.539
C 4.118 2.271 1.943
C 4.348 0.980 2.730
O 5.670 0.515 2.593
C 5.983 0.306 1.238
C 5.798 1.583 0.418
C -1.518 -0.860 0.438
O -1.437 -2.059 0.575
C -5.822 -1.863 -0.814
C -6.440 -3.071 -1.059
H -7.416 -5.478 -1.423
H -5.914 -6.310 -0.994
H -6.191 -5.801 -2.655
H -3.706 -4.975 -1.562
H -2.600 -2.848 -1.100
H -4.543 0.364 -0.741
H 0.570 -1.401 1.937
H 1.328 0.215 1.770
H 1.050 -1.976 -0.354
H 2.567 -1.301 0.293
H 3.152 0.909 -0.282
H 2.277 1.772 -2.908
H 1.678 2.728 -1.545
H 3.805 3.664 -2.376
H 4.617 2.117 -2.129
H 3.236 3.675 0.096
H 4.952 3.908 -0.291
H 3.073 2.573 2.035
H 4.758 3.066 2.362
H 4.189 1.147 3.796
H 3.648 0.207 2.376
H 7.023 -0.024 1.210
H 5.340 -0.487 0.823
H 6.024 1.376 -0.629
H 6.499 2.352 0.785
H -6.423 -0.987 -0.614
H -7.519 -3.131 -1.051
*
```

natural (NBO) population analysis, charges in e, atoms 1 to 6: number 1, C, carries -0.631; number 2, C, carries 0.016; number 3, C, carries -0.221; number 4, C, carries -0.159; number 5, C, carries -0.040; number 6, C, carries -0.098



2.
Below is one molecule with the formula C21H27N3O4, with properties calculated with ωB97M-V/def2-TZVPD.

The structure (SMILES) is CCn1cc(C(=O)OCC(=O)N2[C@H](C)CCC[C@@H]2C)c(=O)c2ccc(C)nc21. The energy above the lowest of the compared OMol25 structures with the same formula, charge and spin comes out at 1.9 kcal per mole. The value obtained for the HOMO energy is -0.3051 Eh. For the HOMO-LUMO gap, the calculation gives 8.75 eV. Its calculated total energy is -1281.71687 a.u.

ORCA input file:
```
! wB97M-V def2-TZVPD RIJCOSX def2/J DEFGRID3
* xyz 0 1
C 2.687 -3.053 1.033
C 3.161 -2.446 -0.283
N 2.060 -2.316 -1.218
C 1.219 -1.266 -1.129
C 0.113 -1.108 -1.903
C -0.748 0.059 -1.613
O -1.939 0.048 -1.464
O 0.005 1.179 -1.496
C -0.647 2.268 -0.876
C -0.652 1.995 0.640
O -0.071 1.013 1.067
N -1.309 2.854 1.441
C -1.991 4.053 0.989
C -1.251 5.316 1.447
C -3.472 4.060 1.432
C -3.746 3.026 2.521
C -2.604 3.050 3.528
C -1.345 2.498 2.862
C -0.064 2.918 3.583
C -0.249 -2.081 -2.928
O -1.189 -1.975 -3.697
C 0.680 -3.224 -2.968
C 0.474 -4.279 -3.861
C 1.347 -5.342 -3.877
C 2.428 -5.340 -2.988
C 3.407 -6.469 -2.959
N 2.636 -4.352 -2.137
C 1.794 -3.318 -2.117
H 1.917 -2.431 1.483
H 3.521 -3.134 1.726
H 2.280 -4.045 0.859
H 3.906 -3.093 -0.748
H 3.587 -1.455 -0.113
H 1.447 -0.533 -0.367
H -1.670 2.340 -1.260
H -0.067 3.160 -1.122
H -1.961 4.053 -0.101
H -1.348 5.472 2.516
H -0.194 5.241 1.198
H -1.664 6.183 0.936
H -3.720 5.054 1.807
H -4.116 3.861 0.575
H -4.698 3.246 3.006
H -3.813 2.029 2.081
H -2.445 4.071 3.878
H -2.840 2.435 4.397
H -1.388 1.402 2.880
H 0.060 3.997 3.583
H 0.794 2.463 3.095
H -0.100 2.571 4.613
H -0.379 -4.225 -4.522
H 1.211 -6.169 -4.557
H 2.894 -7.406 -2.747
H 3.896 -6.566 -3.927
H 4.156 -6.289 -2.195
*
```

natural (NBO) population analysis, charges in e, atoms 1 to 6: number 1, C, carries -0.616; number 2, C, carries -0.214; number 3, N, carries -0.369; number 4, C, carries 0.134; number 5, C, carries -0.340; number 6, C, carries 0.802



3.
Below is one molecule with the formula C21H27N3O4, with properties calculated with ωB97M-V/def2-TZVPD.

The structure (SMILES) is COc1ccccc1N1CCN(/N=C/c2cc(OC)c(OC)c(OC)c2)CC1. The energy above the lowest of the compared OMol25 structures with the same formula, charge and spin comes out at 119.2 kcal per mole. The value obtained for the HOMO energy is -0.2672 Eh. For the HOMO-LUMO gap, the calculation gives 8.07 eV. Its calculated total energy is -1281.52995 a.u.

ORCA input file:
```
! wB97M-V def2-TZVPD RIJCOSX def2/J DEFGRID3
* xyz 0 1
C -0.637 2.586 6.402
O -0.042 2.001 5.272
C 1.289 2.236 5.033
C 2.073 3.070 5.812
C 3.424 3.235 5.539
C 3.995 2.567 4.478
C 3.216 1.744 3.681
C 1.861 1.559 3.932
N 1.076 0.678 3.186
C 1.723 -0.345 2.395
C 0.733 -1.503 2.193
N -0.484 -1.032 1.574
N -0.514 -1.155 0.260
C -1.319 -0.557 -0.530
C -1.299 -0.857 -1.946
C -2.181 -0.217 -2.806
C -2.184 -0.458 -4.178
O -3.115 0.265 -4.860
C -3.329 0.069 -6.240
C -1.270 -1.376 -4.712
O -1.207 -1.626 -6.079
C -0.004 -1.204 -6.694
C -0.412 -2.061 -3.833
O 0.500 -2.988 -4.307
C -0.071 -4.147 -4.882
C -0.418 -1.799 -2.479
C -1.104 0.033 2.339
C -0.113 1.185 2.530
H -0.140 2.275 7.327
H -0.637 3.680 6.341
H -1.666 2.229 6.410
H 1.646 3.591 6.654
H 4.017 3.884 6.166
H 5.045 2.688 4.256
H 3.674 1.245 2.841
H 2.600 -0.713 2.929
H 2.032 0.029 1.404
H 1.169 -2.266 1.548
H 0.483 -1.937 3.165
H -2.052 0.190 -0.215
H -2.892 0.504 -2.432
H -3.505 -0.982 -6.477
H -2.492 0.438 -6.838
H -4.220 0.653 -6.474
H 0.104 -0.114 -6.631
H 0.871 -1.673 -6.239
H -0.081 -1.502 -7.738
H 0.765 -4.753 -5.227
H -0.644 -4.706 -4.134
H -0.724 -3.908 -5.726
H 0.260 -2.327 -1.830
H -1.371 -0.375 3.317
H -2.009 0.378 1.841
H 0.141 1.608 1.542
H -0.562 1.964 3.141
*
```

natural (NBO) population analysis, charges in e, atoms 1 to 6: number 1, C, carries -0.248; number 2, O, carries -0.509; number 3, C, carries 0.261; number 4, C, carries -0.284; number 5, C, carries -0.221; number 6, C, carries -0.225



4.
Below is C21H27N3O5S as an isolated structure, with properties calculated with ωB97M-V/def2-TZVPD.

The energy above the lowest of the compared OMol25 structures with the same formula, charge and spin comes out at 499.0 kcal per mole. The value obtained for the HOMO energy is -0.2972 Eh. For the HOMO-LUMO gap, the calculation gives 8.53 eV. Its calculated total energy is -1754.35044 a.u.

ORCA input file:
```
! wB97M-V def2-TZVPD RIJCOSX def2/J DEFGRID3
* xyz 0 1
C -3.748 -2.999 -1.557
H -4.543 -2.555 -1.209
O -2.758 -3.353 -0.663
C -2.514 -2.498 0.282
C -1.473 -1.667 -0.375
N -1.162 -0.597 0.817
C -0.149 -0.747 1.778
O 0.261 0.329 2.206
C 0.694 -1.891 1.492
N 1.819 -1.853 0.574
C 3.038 -1.499 0.928
O 3.420 -1.737 1.934
C 3.986 -1.602 -0.359
C 5.344 -1.165 -0.262
C 5.623 -0.990 -1.776
C 4.376 -1.024 -2.191
O 3.467 -1.422 -1.432
H 4.167 -0.888 -3.268
H 6.707 -0.680 -2.126
H 5.966 -1.275 0.647
H 1.466 -1.645 -0.465
H 0.009 -2.704 1.576
H 1.262 -1.890 2.602
C -1.865 0.845 0.918
C -3.251 0.869 0.185
C -4.184 0.541 1.306
C -5.523 0.281 0.695
C -5.414 0.765 -0.683
S -3.916 0.791 -1.084
H -6.218 0.572 -1.292
H -6.444 0.442 1.185
H -4.145 0.397 2.250
H -1.641 1.263 1.765
C -1.057 1.508 -0.319
O -1.436 1.647 -1.450
N 0.114 2.397 0.238
H 0.376 1.960 0.974
C 1.068 2.872 -0.356
C 1.711 4.039 0.182
C 2.980 3.592 0.735
H 3.334 3.564 1.862
H 3.759 4.033 0.333
C 2.998 1.927 0.338
H 4.052 1.444 0.169
H 2.543 1.458 1.050
C 2.378 1.825 -0.951
H 2.854 2.144 -1.765
H 1.992 0.738 -1.115
H 1.878 4.963 -0.573
H 0.965 4.345 1.054
H 0.580 3.239 -1.572
H -1.865 -0.904 -1.139
H -0.450 -2.010 -0.658
H -2.107 -3.095 1.268
H -3.339 -1.973 0.747
H -3.286 -2.178 -2.104
H -4.102 -3.946 -2.279
*
```

natural (NBO) population analysis, charges in e, atoms 1 to 6: number 1, C, carries -0.231; number 2, H, carries 0.166; number 3, O, carries -0.536; number 4, C, carries -0.072; number 5, C, carries -0.226; number 6, N, carries -0.461